# 1
{"formula": "C3H14N2O2", "method": "ωB97M-V/def2-TZVPD", "elements": ["N", "C", "C", "C", "N", "H", "H", "H", "H", "H", "H", "H", "H", "H", "H", "O", "H", "H", "O", "H", "H"], "xyz": [[3.40, -0.86, -0.47], [2.57, -0.17, 0.54], [1.06, -0.45, 0.39], [0.70, -1.74, -0.31], [-0.70, -2.14, -0.19], [4.29, -0.40, -0.63], [3.52, -1.81, -0.20], [2.63, 0.90, 0.34], [3.07, -0.32, 1.50], [0.61, -0.20, 1.36], [0.70, 0.41, -0.18], [1.27, -2.60, 0.06], [1.07, -1.69, -1.34], [-1.34, -1.45, -0.58], [-0.77, -3.01, -0.70], [-3.15, 4.99, -2.07], [-3.85, 5.29, -2.64], [-2.60, 5.77, -2.01], [-4.43, 0.13, 2.45], [-4.07, -0.16, 1.63], [-3.98, -0.48, 3.04]], "nbo_charge": [-0.8562, -0.2092, -0.4240, -0.2203, -0.8337, 0.3651, 0.3510, 0.1868, 0.1680, 0.2154, 0.1957, 0.1726, 0.1837, 0.3502, 0.3547, -0.9273, 0.4639, 0.4635, -0.9265, 0.4627, 0.4636], "smiles": "NCCCN.O.O", "gap_ev": 9.779}

***

# 2
{"formula": "C22H30BClN", "method": "ωB97M-V/def2-TZVPD", "elements": ["Cl", "C", "C", "C", "C", "C", "C", "C", "C", "C", "C", "C", "H", "H", "H", "H", "H", "H", "H", "H", "H", "H", "C", "C", "N", "C", "C", "C", "C", "C", "C", "C", "C", "C", "B", "H", "H", "H", "H", "H", "H", "H", "H", "H", "H", "H", "H", "H", "H", "H", "H", "H", "H", "H", "H"], "xyz": [[4.29, 1.71, 6.52], [2.59, 1.65, 6.66], [1.92, 2.52, 7.54], [0.53, 2.42, 7.69], [-0.20, 1.50, 6.92], [-1.70, 1.33, 7.15], [-2.55, 0.82, 5.96], [-3.93, 1.51, 6.11], [-3.73, 2.54, 7.20], [-2.50, 2.48, 7.73], [0.47, 0.67, 6.02], [1.87, 0.73, 5.90], [2.50, 3.25, 8.10], [0.01, 3.07, 8.39], [-2.07, 1.00, 4.98], [-2.65, -0.26, 6.05], [-4.23, 1.98, 5.17], [-4.71, 0.77, 6.36], [-4.57, 3.17, 7.52], [-2.04, 3.06, 8.53], [-0.07, -0.03, 5.38], [2.38, 0.06, 5.22], [-4.87, -2.16, 9.35], [-3.59, -2.38, 8.57], [-2.35, -2.36, 9.44], [-2.52, -3.24, 10.62], [-2.76, -4.58, 10.40], [-2.85, -5.40, 11.54], [-2.72, -4.83, 12.80], [-2.49, -3.45, 12.96], [-2.39, -2.64, 11.84], [-1.16, -2.88, 8.62], [0.10, -2.94, 9.46], [-0.95, -2.09, 7.34], [-2.13, -1.04, 10.37], [-1.82, 0.54, 7.86], [-5.71, -2.08, 8.65], [-5.06, -3.01, 10.00], [-4.84, -1.24, 9.94], [-3.59, -3.38, 8.10], [-3.45, -1.64, 7.76], [-2.83, -4.93, 9.37], [-3.01, -6.46, 11.38], [-2.78, -5.46, 13.69], [-2.39, -3.00, 13.94], [-2.19, -1.52, 11.89], [-1.45, -3.90, 8.33], [0.91, -3.29, 8.82], [0.40, -1.96, 9.84], [0.00, -3.63, 10.31], [-0.08, -2.52, 6.82], [-1.79, -2.13, 6.64], [-0.71, -1.05, 7.57], [-3.10, -0.36, 10.27], [-1.01, -0.63, 10.16]], "nbo_charge": [0.0368, -0.0580, -0.2142, -0.1949, -0.0437, -0.2698, -0.3897, -0.4412, -0.1721, -0.1863, -0.1600, -0.2410, 0.2350, 0.2161, 0.2241, 0.1844, 0.2278, 0.2027, 0.2231, 0.2131, 0.2055, 0.2308, -0.6413, -0.2028, -0.4647, 0.1418, -0.2321, -0.1500, -0.1877, -0.1787, -0.1390, -0.0149, -0.6415, -0.6438, 0.3872, 0.1846, 0.2516, 0.2235, 0.2288, 0.2118, 0.2361, 0.2375, 0.2452, 0.2492, 0.2483, 0.2186, 0.2075, 0.2494, 0.2289, 0.2259, 0.2501, 0.2219, 0.2350, -0.0106, -0.0044], "gap_ev": 7.622, "charge": 1}

***

# 3
{"formula": "C6H9N2S", "method": "ωB97M-V/def2-TZVPD", "elements": ["C", "C", "C", "C", "C", "C", "N", "N", "S", "H", "H", "H", "H", "H", "H", "H", "H", "H"], "xyz": [[0.57, 2.46, 1.84], [-0.29, 1.93, 2.72], [-0.04, 0.57, 0.79], [-1.41, -1.32, -0.66], [-0.21, -2.01, -0.09], [-0.05, -0.60, -0.58], [0.71, 1.67, 0.73], [0.74, 0.04, -1.58], [-1.05, 0.53, 2.13], [1.20, 3.29, 1.97], [-0.40, 2.19, 3.73], [-1.67, -1.76, -1.68], [-2.22, -1.36, -0.06], [-0.10, -2.12, 1.11], [0.32, -2.88, -0.56], [0.22, 0.74, -2.02], [1.23, -0.58, -2.16], [1.58, 1.82, 0.06]], "nbo_charge": [-0.0116, -0.4159, 0.0704, -0.4582, -0.4205, 0.1810, -0.5019, -0.8345, 0.6159, 0.2514, 0.2698, 0.2491, 0.2376, 0.2330, 0.2568, 0.3864, 0.4030, 0.4881], "gap_ev": 9.758, "charge": 1}

***

# 4
{"formula": "C5H33NO10", "method": "ωB97M-V/def2-TZVPD", "elements": ["C", "C", "C", "N", "C", "C", "H", "H", "H", "H", "H", "H", "H", "H", "H", "H", "H", "H", "H", "O", "H", "H", "O", "H", "H", "O", "H", "H", "O", "H", "H", "O", "H", "H", "O", "H", "H", "O", "H", "H", "O", "H", "H", "O", "H", "H", "O", "H", "H"], "xyz": [[-1.56, 2.45, -2.66], [-1.30, 2.17, -1.14], [-1.32, 0.70, -0.72], [0.19, 0.38, -0.59], [0.52, -0.62, 0.57], [1.84, -1.32, 0.14], [-0.77, 2.21, -3.24], [-2.51, 1.90, -3.00], [-1.64, 3.49, -2.72], [-2.01, 2.69, -0.50], [-0.31, 2.55, -0.81], [-1.91, 0.63, 0.21], [-1.82, 0.06, -1.50], [0.63, -0.03, -1.42], [-0.34, -1.16, 0.90], [0.65, 0.19, 1.51], [1.99, -2.21, 0.71], [2.59, -0.58, 0.10], [1.85, -1.86, -0.88], [0.30, -1.45, -3.23], [1.05, -2.07, -3.58], [-0.51, -2.09, -3.38], [3.75, -0.29, 2.49], [3.61, -0.58, 1.53], [3.13, 0.42, 2.56], [1.02, 0.00, 4.09], [0.64, 0.82, 4.40], [1.89, 0.22, 3.74], [0.00, -2.31, 3.38], [0.19, -1.42, 3.44], [0.82, -2.68, 3.53], [-1.32, -2.99, 1.12], [-1.68, -3.73, 1.33], [-0.92, -2.59, 1.89], [-1.66, 2.83, 2.44], [-1.70, 1.95, 2.54], [-1.00, 3.11, 1.88], [1.98, 1.99, 2.01], [1.57, 1.87, 1.17], [2.83, 2.44, 1.90], [1.59, 2.18, -2.67], [1.64, 2.67, -1.90], [0.72, 1.72, -2.67], [-2.92, -0.87, -2.96], [-2.18, -0.38, -3.54], [-2.58, -1.71, -2.71], [-1.83, -2.88, -1.63], [-1.00, -3.06, -1.58], [-2.19, -2.75, -0.58]], "nbo_charge": [-0.6041, -0.4134, -0.2672, -0.7174, -0.2167, -0.6497, 0.1822, 0.2143, 0.2150, 0.2067, 0.1908, 0.1915, 0.2382, 0.3836, 0.1994, 0.1672, 0.2291, 0.1933, 0.2197, -0.9565, 0.4782, 0.4821, -0.9496, 0.4774, 0.4605, -0.9572, 0.4887, 0.4873, -0.9503, 0.4940, 0.4732, -0.9751, 0.4594, 0.5085, -0.9300, 0.4640, 0.4697, -0.9724, 0.4966, 0.4877, -0.9357, 0.4614, 0.4749, -0.9628, 0.4671, 0.4911, -0.9831, 0.4574, 0.5309], "smiles": "CCCNCC.O.O.O.O.O.O.O.O.O.O", "gap_ev": 8.748}

***

# 5
{"formula": "C6H9N2", "method": "ωB97M-V/def2-TZVPD", "elements": ["C", "C", "C", "C", "C", "C", "N", "N", "H", "H", "H", "H", "H", "H", "H", "H", "H"], "xyz": [[0.14, 1.58, -2.32], [-0.16, 0.30, -0.66], [-0.52, 1.71, -1.06], [0.47, -1.83, 0.30], [-0.10, 0.17, 1.80], [-0.36, -0.61, 0.46], [0.50, -0.24, -1.72], [0.77, 0.62, -2.79], [-0.25, 2.61, -0.43], [-1.54, 1.83, -0.98], [1.42, -1.70, 0.87], [0.99, -1.62, -0.74], [0.11, -2.84, 0.54], [0.74, 0.81, 1.64], [0.12, -0.55, 2.58], [-0.92, 0.73, 2.02], [-1.41, -0.98, 0.49]], "nbo_charge": [0.6460, 0.3938, -0.6387, -0.6042, -0.5723, -0.3236, -0.1484, -0.1630, 0.3539, 0.3391, 0.2365, 0.2677, 0.2695, 0.2057, 0.2471, 0.2131, 0.2778], "gap_ev": 7.125, "charge": 1}

***

# 6
{"formula": "C9H15IN3", "method": "ωB97M-V/def2-TZVPD", "elements": ["C", "C", "C", "C", "C", "C", "C", "C", "C", "N", "N", "N", "I", "H", "H", "H", "H", "H", "H", "H", "H", "H", "H", "H", "H", "H", "H", "H"], "xyz": [[-0.90, 1.57, -1.78], [-2.30, 0.15, -2.71], [-0.82, 0.73, -0.74], [-1.67, -0.37, -0.53], [-2.99, -1.90, 1.14], [1.68, 2.51, 0.09], [1.96, -0.60, -0.44], [-1.68, -1.31, 0.54], [0.86, 1.39, 0.66], [-1.75, 1.31, -2.76], [-2.20, -0.64, -1.66], [1.57, 0.12, 0.77], [-0.17, 1.98, 2.51], [-0.22, 2.50, -1.70], [-2.93, -0.12, -3.61], [-3.36, -1.31, 2.07], [-2.75, -2.87, 1.59], [-3.82, -1.92, 0.48], [2.28, 2.22, -0.86], [1.03, 3.37, -0.10], [2.39, 2.96, 0.91], [2.37, 0.15, -1.13], [2.81, -1.22, -0.17], [1.23, -1.18, -0.91], [-1.05, -2.17, 0.39], [-1.23, -0.68, 1.29], [2.51, 0.16, 1.26], [0.97, -0.49, 1.29]], "nbo_charge": [-0.0425, 0.2586, 0.0872, 0.1976, -0.5966, -0.7592, -0.4183, -0.4721, -0.0050, -0.3950, -0.4183, -0.5931, 0.2251, 0.2213, 0.2177, 0.2201, 0.2280, 0.2375, 0.2425, 0.2694, 0.2578, 0.2333, 0.2343, 0.2457, 0.2429, 0.2001, 0.4337, 0.4474], "gap_ev": 8.776, "charge": 1}

***

Highest occupied orbital energy (eV)
-8.9181, -10.9535, -13.5685, -8.6583, -14.8857, -12.5200
Max |F| (hartree/bohr)
0.0245, 0.0759, 0.0861, 0.2017, 0.0925, 0.0932
Energy relative to the best compared isomer or geometry (same formula, charge and spin) (kJ/mol)
132.16, 41.01, 172.78, 423.62, 776.69, 281.37